Record 1
Here is a gas-phase ion, C6H11N4 (charge +1) from the OMol25 dataset. Energies are from the ωB97M-V functional and the def2-TZVPD basis.

```
21
Properties=species:S:1:pos:R:3:forces:R:3
C -1.875994 1.441398 3.307001 -0.4350 2.0304 0.5410
N -1.191776 0.432701 3.099316 0.7397 -1.6158 0.1569
C -1.492417 -0.400575 2.020695 0.5499 1.6110 -0.8276
C -1.441963 0.110545 0.783711 -0.6161 -0.1430 0.4197
N -1.710185 -0.687304 -0.356134 0.1793 2.0775 -1.2518
C -1.019894 -0.510299 -1.639898 -1.4735 -5.4227 2.8540
N 0.370972 -1.108587 -1.372651 0.1093 3.8802 -2.4713
C 1.504910 -0.591092 -1.624418 0.5186 0.2231 -0.1226
N 2.544446 -0.162790 -1.895289 -2.5850 -0.5408 -0.5145
C 3.738899 0.499778 -1.684804 1.8978 -0.4290 0.1744
H -2.757868 1.741652 2.773093 -0.6893 -0.2725 -0.6592
H -1.575149 2.190983 4.025015 0.2723 -0.1585 0.5013
H -1.646391 -1.420862 2.208702 -0.0162 -1.3242 0.3878
H -1.401327 1.215013 0.756003 0.2683 -0.6931 -0.7535
H -2.083976 -1.597279 -0.143500 -0.0192 -0.0340 -0.3707
H -1.513904 -1.347382 -2.262692 0.7879 2.0825 0.1472
H -0.893958 0.444458 -2.035689 -0.1889 1.5441 -0.5564
H 0.366254 -1.945982 -0.958362 -0.0644 -3.9588 1.9781
H 3.921001 1.225745 -2.512916 -0.2016 -0.2101 1.0978
H 3.722918 0.824582 -0.610322 0.6683 0.2574 -1.2903
H 4.435405 -0.354702 -1.876861 0.2979 1.0963 0.5598
```
Forces are in eV/Å.

Results
Frontier orbital gap = 8.10 eV
Energy above the lowest of the compared OMol25 structures with the same formula, charge and spin = 90.25 kcal per mole
Charge = +1
Electronic energy = -12350.5521 eV
HOMO level = -11.35 eV

Record 2
Here is a molecular structure, C29H69FGaO8 from the OMol25 dataset. Energies are from the ωB97M-V functional and the def2-TZVPD basis.

```
108
Properties=species:S:1:pos:R:3:forces:R:3
C 9.139774 -3.484098 2.435867 0.1278 -0.0156 -0.0874
C 7.752505 -3.254214 3.022606 -0.0259 -0.0037 0.1012
C 7.336485 -1.784991 3.040844 0.0246 0.0525 -0.0517
C 6.007126 -1.527022 3.767484 -0.0027 0.0069 0.0722
Ga 4.863173 -0.135277 2.897244 -0.0055 -0.0345 0.0072
O 5.743341 1.503519 2.695374 0.0187 0.0119 -0.0585
C 6.751504 1.605364 1.756937 0.0539 0.0442 -0.1790
C 6.770147 2.996663 1.049104 -0.1491 -0.1068 -0.0174
C 8.185508 3.508807 0.774777 0.0648 -0.0482 0.0070
O 6.080025 3.991038 1.810147 0.3652 0.2654 -0.1437
O 4.546175 -0.651768 1.109644 -0.0464 -0.0566 0.0176
C 3.355961 -1.298667 0.804898 0.0102 -0.0009 0.0010
C 3.142159 -1.340221 -0.704534 -0.0501 -0.0731 -0.0253
C 3.310792 0.032669 -1.330759 -0.0477 0.0129 -0.0633
O 1.847779 -1.896119 -1.000258 0.0401 0.0442 -0.0801
C 3.126875 0.418470 3.772193 -0.0228 0.0305 0.1357
F 2.151803 -0.646840 3.777656 0.0790 0.0026 -0.0771
C 2.510908 1.639093 3.111037 -0.1026 0.0259 -0.0817
C 1.046355 1.868409 3.480454 -0.0285 -0.0002 0.0021
H 9.926103 -3.120839 3.104268 -0.0698 0.0262 0.0109
H 9.257118 -2.947885 1.489318 -0.0553 -0.0434 0.0082
H 9.337314 -4.542454 2.242873 -0.0123 0.0283 0.0287
H 7.709401 -3.646635 4.045946 0.0194 -0.0098 -0.0454
H 7.008134 -3.818675 2.450388 0.0169 0.0280 0.0079
H 8.139055 -1.197495 3.504674 -0.0492 0.0088 0.0027
H 7.287313 -1.434693 2.001798 0.0037 -0.0814 0.0145
H 5.428032 -2.458437 3.819945 0.0017 0.0357 -0.0454
H 6.191537 -1.232504 4.807163 0.0272 -0.0925 -0.0115
H 6.624806 0.857884 0.954470 0.1609 0.0084 0.0052
H 7.754892 1.430850 2.191665 -0.1109 0.0344 0.1405
H 6.257960 2.865873 0.088156 -0.0856 0.1499 0.0574
H 8.206403 4.593359 0.891586 -0.0294 -0.0269 -0.0396
H 8.520975 3.275567 -0.238623 -0.0237 -0.0799 0.0433
H 8.906633 3.074725 1.471940 -0.0248 0.0589 0.0103
H 5.187614 4.064162 1.472397 -0.1533 -0.2615 0.1733
H 3.317869 -2.334555 1.186630 0.0098 0.0390 -0.0138
H 2.470965 -0.791047 1.239781 0.0426 0.0111 -0.0465
H 3.845607 -2.043049 -1.160178 0.0127 0.0493 0.0309
H 2.907530 0.029143 -2.346587 0.0686 0.0241 0.0049
H 4.362322 0.315825 -1.364468 -0.0257 -0.0115 0.0562
H 2.790070 0.791294 -0.735746 -0.0352 -0.0410 -0.0292
H 1.193609 -1.274747 -0.663680 -0.0162 0.0039 0.1067
H 3.279143 0.636568 4.838025 -0.0887 0.0275 -0.0306
H 2.595720 1.572057 2.019069 0.0060 -0.0488 0.0366
H 3.131447 2.492770 3.402158 0.0115 -0.0403 -0.0159
H 0.427254 1.072684 3.063730 -0.0314 0.0287 0.0772
H 0.669893 2.816235 3.085022 0.0560 -0.0028 0.0100
H 0.907792 1.872891 4.566214 0.0065 0.0037 -0.0297
C -1.793481 -2.392698 2.782556 0.0156 0.0036 -0.0035
C -2.113088 -0.940334 3.090286 0.0798 -0.0096 0.0011
O -1.893038 -0.060287 2.001106 -0.0127 0.0803 -0.0278
C -2.644258 -0.305310 0.829395 0.0078 -0.0361 0.0070
C -4.145773 -0.179079 1.022737 -0.0414 0.0210 0.0297
H -0.765516 -2.488697 2.431458 -0.0030 0.0026 -0.0039
H -1.904044 -2.988365 3.690375 0.0187 0.0017 0.0002
H -2.462616 -2.812494 2.029505 -0.0110 -0.0043 0.0113
H -1.442829 -0.574570 3.868341 -0.0152 -0.0174 0.0156
H -3.139874 -0.844364 3.465459 -0.0093 0.0063 -0.0290
H -2.400380 -1.287453 0.406417 0.0110 -0.0036 0.0225
H -2.293767 0.444828 0.118931 -0.0172 -0.0138 -0.0163
H -4.541985 -0.928536 1.708712 -0.0019 -0.0112 -0.0184
H -4.659337 -0.312306 0.068520 0.0095 0.0101 -0.0047
H -4.400224 0.807300 1.414531 -0.0044 -0.0049 0.0022
C 2.044288 -1.266416 -6.640249 -0.0025 -0.0089 0.0094
C 2.083309 -0.057187 -5.721288 0.0110 -0.0162 0.0360
O 3.389890 0.349505 -5.358333 0.0116 0.0160 0.0057
C 4.247627 0.730862 -6.415275 -0.0133 -0.0013 0.0104
C 3.746609 1.916400 -7.223911 0.0087 0.0079 0.0046
H 2.576541 -2.104629 -6.189312 0.0091 0.0055 -0.0088
H 1.007516 -1.565043 -6.804616 0.0045 -0.0105 0.0101
H 2.486118 -1.057851 -7.615948 -0.0120 0.0044 -0.0043
H 1.602639 -0.297804 -4.772972 -0.0224 0.0008 -0.0164
H 1.526349 0.775835 -6.167662 0.0219 0.0089 -0.0058
H 4.450921 -0.118100 -7.079510 -0.0190 -0.0091 0.0085
H 5.186764 0.986819 -5.924276 0.0078 -0.0025 -0.0265
H 2.825648 1.686731 -7.761709 0.0077 -0.0050 -0.0088
H 4.498483 2.198406 -7.963219 0.0018 0.0110 0.0090
H 3.562603 2.772616 -6.573811 -0.0137 -0.0056 -0.0009
C -8.729464 -0.352152 4.401765 0.0106 -0.0004 0.0094
C -7.922376 0.231895 3.255155 0.0283 -0.0068 -0.0113
O -7.651710 -0.687145 2.211503 0.0144 -0.0140 -0.0186
C -8.778879 -1.241743 1.556328 0.0110 -0.0097 -0.0043
C -9.672758 -0.214648 0.883751 0.0533 0.0370 -0.0060
H -8.233072 -1.232732 4.811418 -0.0100 -0.0056 -0.0094
H -8.824046 0.390852 5.195335 0.0099 -0.0098 0.0061
H -9.737067 -0.634585 4.093724 -0.0039 0.0125 0.0015
H -6.937512 0.536404 3.610077 -0.0156 0.0199 0.0120
H -8.416162 1.129110 2.863930 -0.0078 -0.0134 -0.0184
H -9.364150 -1.861318 2.246293 0.0117 0.0173 0.0224
H -8.353598 -1.910915 0.807457 -0.0323 -0.0107 -0.0012
H -10.138565 0.459035 1.604356 -0.0226 -0.0228 0.0035
H -10.470086 -0.718322 0.335708 0.0145 -0.0035 -0.0170
H -9.096406 0.384378 0.177370 -0.0315 0.0083 -0.0131
C -8.459732 1.211266 -5.534587 -0.0107 -0.0020 -0.0061
C -9.105510 1.383934 -4.170466 -0.0142 -0.0152 0.0131
O -8.975669 0.257645 -3.320758 0.0075 0.0080 -0.0075
C -7.646890 -0.127083 -3.001416 -0.0111 -0.0350 0.0402
C -6.845234 0.943574 -2.284396 -0.0330 0.0339 0.0349
H -8.854731 0.328364 -6.038873 0.0131 -0.0052 0.0063
H -8.672282 2.086055 -6.151412 -0.0097 -0.0102 -0.0061
H -7.375816 1.114194 -5.466369 0.0008 0.0134 0.0000
H -10.181938 1.517797 -4.282820 0.0087 0.0238 -0.0109
H -8.717041 2.285096 -3.682239 0.0101 -0.0142 0.0145
H -7.115464 -0.466007 -3.897839 -0.0182 0.0217 -0.0168
H -7.765055 -0.995491 -2.352248 0.0253 -0.0038 -0.0110
H -6.680284 1.825547 -2.904526 0.0224 -0.0232 -0.0234
H -5.867345 0.548107 -2.007641 -0.0058 -0.0053 0.0088
H -7.357160 1.257420 -1.373464 0.0220 0.0115 0.0040
```
Forces are in eV/Å.

Results
Frontier orbital gap = 6.72 eV
Charge = -1
Electronic energy = -102665.6265 eV
HOMO level = -4.74 eV

Record 3
Here is C8H8ClNO3 in the gas phase from the OMol25 dataset. Energies are from the ωB97M-V functional and the def2-TZVPD basis.

```
21
Properties=species:S:1:pos:R:3:forces:R:3
C 3.050405 -1.414126 0.086934 0.5099 -0.4601 4.3201
O 1.672145 -1.038463 0.096185 -0.6059 0.0361 -1.3235
C 1.330496 0.263490 0.094185 -0.6020 -1.0730 1.5670
Cl 1.992891 0.920211 1.753804 -0.4480 0.3405 -1.0596
C -0.215283 0.494238 0.006685 0.8553 -2.9865 -0.0452
C -1.187597 -0.562253 -0.206134 0.9421 -0.5408 -0.9511
C -2.495328 -0.216278 -0.385174 -1.7331 1.8077 -0.2470
C -2.856699 1.145575 -0.261675 -0.3003 0.2352 0.3028
C -1.937528 2.109926 0.004682 1.1274 2.6980 2.1601
C -0.596290 1.771893 0.197970 0.1334 0.2580 -0.4948
N 2.033712 1.067904 -1.047269 -0.1651 0.0428 0.9581
O 2.053204 2.263869 -0.931963 0.1301 0.3005 -0.1869
O 2.483097 0.413865 -1.944824 0.1259 -0.2635 -0.5566
H 3.086151 -2.380097 0.752620 0.0028 1.7206 -1.5471
H 3.621023 -0.630934 0.689720 -0.5063 -1.0335 -0.9262
H 3.503995 -1.550256 -0.851914 0.0377 -0.1791 -1.2996
H -1.034235 -1.645816 -0.398647 0.9268 1.0081 0.4560
H -3.364550 -0.836973 -0.677473 1.1705 -0.3358 0.4443
H -3.864042 1.528201 -0.245918 -0.4698 -0.5914 -0.3926
H -2.168185 3.181905 0.370802 -0.2231 -1.8359 -1.2111
H 0.263739 2.387383 0.445848 -0.9085 0.8524 0.0330
```
Forces are in eV/Å.

Results
Frontier orbital gap = 9.54 eV
Energy above the lowest of the compared OMol25 structures with the same formula, charge and spin = 94.18 kcal per mole
Electronic energy = -28576.3342 eV
HOMO level = -9.82 eV

Among the records above, which one has the highest frontier orbital gap? C8H8ClNO3